The following is a quantum chemistry calculation of a molecular structure, C3H6F5N4P3 at a distorted geometry, from the OMol25 dataset.

Values from the calculation:
Net charge: 0
Relative energy (zero: lowest compared OMol25 entry of this formula, charge and spin): 0.0 kcal/mol
LUMO level: 0.29 eV
Max |F|: 5.39 eV/Å
Energy: -50628.45268 eV

Last column: natural (NBO) charge in e.
Geometry (Å):
C (1.550, -0.364, 1.078)  -0.275
C (2.088, -0.189, -0.300)  -0.116
C (3.509, 0.410, -0.714)  -0.618
N (-1.793, 1.606, 0.001)  -1.409
N (-0.921, -0.953, -0.671)  -1.426
N (-3.419, -0.566, 0.625)  -1.417
N (1.289, 0.823, 0.346)  -0.528
F (-0.206, 1.096, -1.944)  -0.547
F (-3.360, 1.703, 1.980)  -0.527
F (-4.197, 1.705, -0.240)  -0.537
F (-1.923, -2.560, 1.085)  -0.532
F (-2.982, -2.451, -1.116)  -0.523
P (-0.620, 0.615, -0.482)  2.223
P (-3.104, 0.980, 0.596)  2.486
P (-2.313, -1.519, -0.020)  2.470
H (0.754, -1.119, 1.235)  0.208
H (2.242, -0.346, 1.874)  0.205
H (1.672, -0.826, -1.062)  0.215
H (3.351, 1.427, -1.351)  0.226
H (4.234, -0.169, -1.177)  0.215
H (4.149, 0.699, 0.259)  0.208

The following is a quantum chemistry calculation of a molecular structure, C8H22BGaIN2O3 at a distorted geometry, from the OMol25 dataset.

Values from the calculation:
Net charge: -1
Relative energy (zero: lowest compared OMol25 entry of this formula, charge and spin): 10.5 kcal/mol
LUMO level: 2.45 eV
Max |F|: 1.15 eV/Å
Energy: -78931.19793 eV

Last column: natural (NBO) charge in e.
Geometry (Å):
C (3.520, -1.312, 0.395)  -0.602
C (2.245, -2.063, -0.033)  -0.811
B (0.904, -1.218, 0.060)  0.618
O (1.005, 0.191, 0.016)  -0.975
Ga (-0.944, -2.259, 0.192)  0.379
I (-2.805, -0.487, 0.832)  -0.554
H (4.375, -1.729, -0.124)  0.196
H (3.719, -1.410, 1.456)  0.191
H (3.402, -0.272, 0.124)  0.199
H (2.357, -2.322, -1.087)  0.229
H (2.119, -2.996, 0.505)  0.222
H (0.655, 0.471, -0.848)  0.497
H (-0.886, -3.423, 1.299)  -0.291
H (-1.262, -2.870, -1.267)  -0.292
C (5.559, 1.702, 0.188)  0.533
O (6.400, 0.953, -0.266)  -0.626
N (5.718, 2.438, 1.307)  -0.434
C (4.676, 3.312, 1.803)  -0.398
C (6.972, 2.335, 2.029)  -0.414
H (4.573, 1.844, -0.284)  0.117
H (5.031, 4.345, 1.840)  0.185
H (4.370, 3.008, 2.806)  0.196
H (3.810, 3.261, 1.148)  0.222
H (7.804, 2.630, 1.388)  0.208
H (7.141, 1.305, 2.347)  0.214
H (6.939, 2.982, 2.902)  0.196
C (-7.645, -1.540, -2.756)  0.527
O (-6.929, -2.382, -3.259)  -0.623
N (-7.329, -0.786, -1.689)  -0.430
C (-8.250, 0.193, -1.158)  -0.395
C (-6.027, -0.948, -1.041)  -0.421
H (-8.655, -1.318, -3.149)  0.086
H (-7.807, 1.191, -1.195)  0.194
H (-8.496, -0.042, -0.119)  0.193
H (-9.168, 0.195, -1.743)  0.199
H (-5.218, -0.744, -1.739)  0.229
H (-5.911, -1.969, -0.680)  0.222
H (-5.958, -0.261, -0.204)  0.215

The following is a quantum chemistry calculation of a gas-phase ion, C5H4NO4S (charge -1) at a distorted geometry, from the OMol25 dataset.

Values from the calculation:
Net charge: -1
Relative energy (zero: lowest compared OMol25 entry of this formula, charge and spin): 0.6 kcal/mol
LUMO level: 3.00 eV
SMILES: O=C/C=C\C=C=NS(=O)(=O)[O-]
Max |F|: 1.12 eV/Å
Energy: -25765.45216 eV

Last column: natural (NBO) charge in e.
Geometry (Å):
C (-1.851, 0.740, -0.208)  -0.072
C (-2.258, -0.557, -0.315)  -0.409
C (-0.627, 1.250, 0.265)  -0.550
C (0.504, 0.581, 0.504)  0.519
C (-1.530, -1.700, 0.135)  0.377
N (1.533, 0.065, 0.776)  -0.617
O (3.681, 1.286, 0.578)  -0.977
O (-1.919, -2.856, 0.046)  -0.582
O (3.672, -1.102, 0.044)  -0.967
O (2.634, 0.499, -1.487)  -0.980
S (3.077, 0.192, -0.147)  2.497
H (-2.561, 1.503, -0.515)  0.199
H (-3.241, -0.748, -0.727)  0.202
H (-0.553, 2.318, 0.430)  0.243
H (-0.563, -1.472, 0.620)  0.117

The following is a quantum chemistry calculation of a molecular structure, C8H16BF4S8SbSc at a distorted geometry, from the OMol25 dataset.

Values from the calculation:
Net charge: -1
Relative energy (zero: lowest compared OMol25 entry of this formula, charge and spin): 0.0 kcal/mol
LUMO level: 2.14 eV
Max |F|: 1.27 eV/Å
Energy: -134036.93732 eV

Last column: natural (NBO) charge in e.
Geometry (Å):
Sc (1.173, 1.778, -1.521)  1.068
C (0.126, -2.483, -1.738)  -0.537
C (0.834, -2.249, -0.409)  -0.557
S (1.816, -0.743, -0.446)  0.311
C (2.467, -0.719, 1.225)  -0.553
C (1.477, -0.384, 2.340)  -0.535
S (0.774, 1.286, 2.207)  0.244
C (-0.825, 1.049, 3.023)  -0.540
C (-2.010, 0.746, 2.109)  -0.537
S (-1.847, -0.869, 1.320)  0.163
C (-2.911, -0.683, -0.123)  -0.533
C (-2.547, -1.691, -1.214)  -0.546
S (-1.111, -1.258, -2.234)  0.249
H (-0.351, -3.465, -1.734)  0.214
H (0.849, -2.476, -2.555)  0.245
H (1.540, -3.063, -0.229)  0.217
H (0.115, -2.210, 0.404)  0.224
H (3.294, -0.014, 1.172)  0.277
H (2.894, -1.707, 1.408)  0.223
H (1.990, -0.454, 3.301)  0.213
H (0.656, -1.099, 2.338)  0.216
H (-1.027, 1.992, 3.531)  0.232
H (-0.714, 0.291, 3.801)  0.212
H (-2.076, 1.502, 1.334)  0.246
H (-2.929, 0.769, 2.698)  0.205
H (-2.817, 0.335, -0.503)  0.237
H (-3.948, -0.847, 0.175)  0.205
H (-3.388, -1.757, -1.905)  0.225
H (-2.401, -2.691, -0.796)  0.215
S (5.384, -0.491, -1.541)  -0.923
Sb (4.367, 1.342, -2.413)  0.975
S (2.061, 0.450, -3.470)  -0.375
S (3.253, 2.367, -0.468)  -0.819
S (1.351, 2.365, -3.903)  -0.426
F (-1.751, 3.542, 0.114)  -0.533
B (-1.174, 3.075, -1.044)  1.361
F (-0.750, 1.654, -0.841)  -0.538
F (-1.966, 3.143, -2.155)  -0.518
F (0.120, 3.665, -1.262)  -0.508

The following is a quantum chemistry calculation of 2 unconnected molecules or ions with the total composition C3H11N2O2 at a distorted geometry, from the OMol25 dataset.

Values from the calculation:
Net charge: -1
Relative energy (zero: lowest compared OMol25 entry of this formula, charge and spin): 17.2 kcal/mol
LUMO level: 4.09 eV
Max |F|: 4.13 eV/Å
Energy: -10364.06698 eV

Last column: natural (NBO) charge in e.
Geometry (Å):
C (0.408, -0.037, 1.313)  -0.278
N (0.323, 0.897, 0.124)  -0.731
C (1.435, 0.642, -0.912)  0.134
O (2.637, 0.660, -0.355)  -0.939
C (0.227, -1.496, 0.740)  -0.227
N (-1.081, -1.625, 0.032)  -0.857
H (1.432, 0.068, 1.617)  0.230
H (-0.488, 0.115, 1.898)  0.173
H (0.575, 1.827, 0.522)  0.348
H (1.029, -0.228, -1.508)  0.048
H (1.355, 1.460, -1.659)  0.083
H (0.887, -1.711, -0.065)  0.212
H (0.195, -2.154, 1.594)  0.167
H (-1.794, -1.278, 0.671)  0.334
H (-1.128, -1.058, -0.825)  0.359
H (-2.325, 1.084, -1.754)  0.449
H (-1.423, 1.258, -0.501)  0.507
O (-2.263, 1.577, -0.933)  -1.010

The following is a quantum chemistry calculation of a molecular structure, C13H15ClMnN2O2Se at a distorted geometry, from the OMol25 dataset.

Values from the calculation:
Net charge: +2
Relative energy (zero: lowest compared OMol25 entry of this formula, charge and spin): 90.5 kcal/mol
LUMO level (alpha / beta): -9.06 / -9.81 eV
⟨S²⟩: 3.881
Multiplicity: 4
Max |F|: 9.66 eV/Å
Energy: -129966.88929 eV

Last column: Mulliken spin population.
Geometry (Å):
Cl (2.841, -2.308, -0.825)  0.986
C (-1.210, 0.482, -3.491)  -0.078
C (-2.442, 0.476, -2.577)  -0.099
C (-2.723, -0.932, -2.215)  -0.023
H (-3.077, 1.330, -2.427)  0.018
C (-1.548, -1.711, -2.630)  -0.079
C (-0.609, -0.856, -3.405)  0.066
H (0.242, -1.236, -4.021)  0.000
H (-0.964, 1.375, -4.062)  -0.005
H (-3.616, -1.241, -1.636)  -0.005
C (-1.358, -3.169, -2.418)  0.023
Mn (-1.025, 0.051, -1.415)  2.422
C (-1.910, 0.493, 0.056)  -0.138
C (0.412, 1.150, -1.228)  -0.077
O (-2.913, 1.153, 0.361)  0.017
O (0.878, 2.075, -0.744)  0.063
H (-1.857, -3.447, -1.455)  -0.001
H (-0.219, -3.238, -2.359)  -0.003
H (-1.762, -3.870, -3.219)  -0.006
C (-0.486, 2.459, 2.637)  0.001
N (0.754, 1.693, 2.534)  -0.006
C (1.999, 2.152, 2.913)  -0.007
C (2.848, 1.152, 2.813)  -0.005
N (2.172, 0.049, 2.353)  -0.002
C (2.764, -1.264, 2.227)  0.047
C (0.873, 0.400, 2.068)  0.003
Se (-0.457, -0.749, 1.436)  -0.079
H (-0.368, 3.255, 3.386)  0.000
H (-1.316, 1.814, 2.944)  0.000
H (-0.690, 2.929, 1.661)  -0.002
H (2.130, 3.176, 3.252)  0.000
H (3.924, 1.094, 3.002)  0.000
H (3.530, -1.194, 1.440)  -0.012
H (3.192, -1.602, 3.195)  0.005
H (1.991, -1.940, 1.851)  -0.024

The following is a quantum chemistry calculation of a molecular structure, C31H38AsCo at a distorted geometry, from the OMol25 dataset.

Values from the calculation:
Net charge: +2
LUMO level (alpha / beta): -5.37 / -8.99 eV
⟨S²⟩: 6.016
Multiplicity: 5
Max |F|: 4.49 eV/Å
Energy: -131210.77864 eV

Last column: Mulliken spin population.
Geometry (Å):
C (1.261, 2.751, 0.151)  -0.022
H (1.548, 3.397, 1.001)  0.001
H (2.025, 2.956, -0.602)  0.000
H (1.394, 1.714, 0.345)  0.022
C (-0.226, 2.849, -0.276)  -0.001
H (-0.471, 1.893, -0.818)  0.045
H (-0.953, 2.920, 0.538)  0.008
C (-0.284, 4.057, -1.238)  0.003
H (-1.248, 4.476, -1.578)  0.000
H (0.323, 4.865, -0.775)  0.003
H (0.270, 3.746, -2.137)  0.000
C (-0.965, -2.245, -0.926)  0.285
C (-1.364, -1.043, -1.639)  -0.015
C (-0.162, -0.375, -2.087)  0.247
C (0.964, -1.051, -1.575)  0.278
C (0.499, -2.196, -0.834)  0.077
C (1.373, -3.125, -0.067)  -0.054
C (2.375, -0.726, -1.911)  0.013
C (-0.101, 0.712, -3.112)  0.032
C (-2.745, -0.555, -1.880)  -0.052
C (-1.862, -3.156, -0.186)  0.058
Co (-0.512, -0.817, 0.162)  3.036
H (3.062, -0.975, -1.098)  0.003
H (2.718, -1.281, -2.791)  0.019
H (2.504, 0.335, -2.145)  0.002
H (2.409, -2.740, -0.023)  -0.002
H (1.021, -3.251, 0.976)  0.008
H (1.394, -4.127, -0.530)  0.020
H (-2.796, -2.648, 0.071)  -0.002
H (-2.069, -4.040, -0.787)  0.012
H (-1.410, -3.461, 0.768)  -0.005
H (-2.739, 0.498, -2.213)  -0.002
H (-3.247, -1.166, -2.645)  0.018
H (-3.344, -0.587, -0.963)  -0.003
H (0.744, 1.406, -2.939)  0.006
H (0.049, 0.293, -4.131)  0.019
H (-1.019, 1.318, -3.156)  0.003
C (-1.403, 3.845, 5.001)  0.000
C (-0.202, 3.720, 4.298)  0.001
C (0.042, 2.614, 3.479)  0.000
C (-0.971, 1.661, 3.309)  0.018
C (-2.195, 1.778, 3.993)  0.003
C (-2.383, 2.877, 4.835)  0.002
As (-0.514, 0.036, 2.247)  -0.136
C (0.842, -0.643, 3.545)  0.013
C (2.073, -1.141, 3.072)  0.010
C (2.993, -1.597, 4.024)  0.004
C (2.742, -1.488, 5.391)  0.000
C (1.529, -0.960, 5.835)  0.002
C (0.558, -0.554, 4.920)  -0.006
C (-2.126, -1.009, 2.607)  -0.049
C (-2.076, -2.161, 3.406)  0.005
C (-3.241, -2.908, 3.612)  0.000
C (-4.458, -2.541, 3.013)  0.016
C (-4.480, -1.399, 2.202)  -0.011
C (-3.337, -0.624, 1.999)  0.058
H (-1.570, 4.683, 5.677)  0.000
H (0.552, 4.490, 4.396)  0.000
H (1.019, 2.494, 2.997)  0.000
H (-2.978, 1.035, 3.886)  0.000
H (-3.326, 2.959, 5.363)  0.000
H (2.334, -1.184, 2.016)  0.004
H (3.939, -2.029, 3.712)  0.000
H (3.478, -1.791, 6.131)  0.000
H (1.331, -0.846, 6.896)  0.000
H (-0.389, -0.148, 5.268)  -0.001
H (-1.134, -2.469, 3.867)  0.004
H (-3.200, -3.805, 4.231)  0.000
H (-5.350, -3.148, 3.169)  0.001
H (-5.413, -1.130, 1.710)  0.000
H (-3.393, 0.265, 1.370)  0.002

The following is a quantum chemistry calculation of a gas-phase ion, C5H10NO2 (charge -1) at a distorted geometry, from the OMol25 dataset.

Values from the calculation:
Net charge: -1
Relative energy (zero: lowest compared OMol25 entry of this formula, charge and spin): 62.5 kcal/mol
LUMO level: 4.00 eV
SMILES: C/C([O-])=N/[C@@H](C)CO
Max |F|: 5.13 eV/Å
Energy: -10931.55372 eV

Last column: natural (NBO) charge in e.
Geometry (Å):
C (-1.649, 2.489, -0.076)  -0.710
C (-1.044, 1.044, 0.115)  0.617
N (0.325, 1.005, 0.054)  -0.749
C (0.956, -1.055, 1.435)  -0.656
C (1.060, -0.242, 0.048)  -0.043
C (0.720, -1.071, -1.274)  -0.074
O (0.398, -2.447, -1.127)  -0.755
O (-1.833, 0.065, 0.242)  -0.794
H (-2.051, 2.712, 0.900)  0.205
H (-2.382, 2.455, -0.879)  0.196
H (-0.761, 3.086, -0.502)  0.218
H (0.084, -2.593, -0.270)  0.465
H (-0.130, -1.436, 1.685)  0.205
H (1.225, -0.250, 2.103)  0.219
H (1.517, -1.897, 1.390)  0.180
H (2.169, 0.006, 0.072)  0.157
H (-0.127, -0.881, -1.863)  0.182
H (1.523, -0.990, -2.053)  0.136